8 unconnected molecules or ions with the total composition C7H32N15O7. Source: the OMol25 dataset; level of theory: wB97M-V/def2-TZVPD.

The LUMO energy comes out at -3.4761 eV. Its charge is +1. For the gap between HOMO and LUMO, the calculation gives 7.55 eV.

XYZ file:
```
61
Properties=species:S:1:pos:R:3:forces:R:3
H -5.314 0.709 -3.347 0.245 0.016 -0.313
C 0.008 -6.178 -1.631 1.993 4.819 -1.129
H -7.468 -3.163 0.737 -0.032 0.473 0.410
O 0.660 5.811 -3.075 -0.085 -1.172 0.995
H -7.667 -2.316 2.557 0.120 0.282 0.123
H -0.177 0.685 8.124 0.021 -0.263 -0.322
H 2.397 5.357 5.334 0.188 -0.192 0.102
H -1.566 -0.271 8.295 0.226 -0.142 -0.308
N -1.065 -1.769 6.399 -1.939 -2.567 -1.206
N -6.820 -1.765 2.539 -2.752 0.425 3.941
H 7.046 -0.733 -4.384 0.915 -0.177 -0.792
O 0.512 -5.121 -1.224 -0.568 -0.596 0.577
C -0.336 -0.744 6.699 0.463 0.748 1.206
O -5.033 -1.315 1.240 0.177 1.455 0.161
N -0.711 -0.102 7.785 -0.835 2.314 2.988
H 2.662 3.661 5.335 -0.047 0.265 0.264
H -1.295 -5.359 -2.994 -0.017 -0.349 0.352
H 7.486 -2.409 -4.853 -0.162 0.487 0.250
H 1.537 -7.441 -1.296 -0.519 -0.192 0.236
N 0.560 -7.345 -1.536 1.278 -3.780 1.395
C -3.758 0.142 -4.611 -1.612 -0.802 -0.832
C -6.171 -1.733 1.411 4.442 -1.015 -0.334
N 2.951 4.575 5.653 -3.335 -0.284 -0.396
N 4.946 3.788 6.079 2.863 -3.632 1.090
H 0.828 8.727 -4.136 -0.149 -0.047 0.376
H 0.017 8.156 -2.719 0.249 -0.218 -0.263
H -4.145 -1.131 -6.080 -0.297 -0.354 0.317
H -6.408 -1.675 3.456 0.358 0.472 -0.583
O 5.063 -1.084 -3.234 0.645 0.501 -0.088
N -4.528 -0.776 -5.216 0.010 -1.991 -1.409
C 5.808 -1.945 -3.720 -2.350 4.081 1.154
H 1.606 7.449 -5.440 0.781 -1.078 -1.023
H -3.842 1.637 -3.451 -0.514 0.033 0.460
N 6.860 -1.723 -4.456 2.490 2.926 -1.459
H 5.918 4.063 6.110 0.145 -1.010 -0.147
H -0.023 -8.095 -1.879 1.088 -0.450 0.288
H 1.863 5.637 -5.102 0.132 0.579 -0.780
H -0.020 -0.181 0.226 -0.767 -0.006 0.301
C 4.224 4.831 5.943 -1.580 2.671 -2.116
N 0.608 7.961 -3.515 -1.126 4.284 0.867
H -5.463 -1.029 -4.926 0.338 0.319 -0.275
H -1.845 -2.025 6.987 0.186 -0.538 -0.759
N 1.614 6.595 -4.901 1.613 0.111 -2.408
O -2.611 0.362 -4.830 2.926 -0.046 -0.959
N -6.703 -2.537 0.533 -2.937 -3.045 -4.055
H 0.833 0.812 1.390 -0.944 -0.119 0.812
N 0.697 0.497 0.440 1.617 0.223 -0.136
H 4.555 2.931 5.715 0.980 -0.135 0.366
N 5.576 -3.167 -3.597 -1.249 -8.201 0.919
H 6.256 -3.806 -3.985 -0.416 -0.198 0.246
H -6.302 -2.860 -0.336 0.680 0.967 0.322
H 4.853 -3.592 -3.034 0.060 0.600 -0.159
H 0.692 1.323 -0.141 -0.522 0.364 -0.597
H -1.137 -7.124 -2.908 -0.534 0.819 -0.632
C 0.967 6.746 -3.793 -1.417 -2.516 2.289
N -0.942 -6.198 -2.555 -2.710 -0.199 -1.067
N -4.451 0.924 -3.826 -1.094 2.825 3.058
H -0.698 -2.187 5.556 -0.890 -0.765 0.290
O 0.641 -0.472 6.073 2.779 1.255 -1.975
O 4.670 5.943 5.863 0.779 2.296 0.877
H 1.584 0.051 0.256 0.609 -0.533 -0.512
```
Forces are in eV/Å.



A gas-phase ion, C4H10I2N (charge +1). Source: the OMol25 dataset; level of theory: wB97M-V/def2-TZVPD.

The LUMO energy (alpha / beta) comes out at -5.2254 / -5.2450 eV. Its charge is +1. For the gap between HOMO and LUMO (alpha / beta), the calculation gives 7.35 / 6.77 eV.

XYZ file:
```
17
Properties=species:S:1:pos:R:3:forces:R:3
H 0.809 -0.548 1.634 -0.940 -0.692 -0.417
H 1.326 3.257 -3.247 0.189 1.093 -0.357
C -1.249 -0.760 0.937 -1.483 0.304 0.359
C -2.603 -0.418 1.569 -1.190 0.340 -4.490
I 1.781 2.839 -0.044 -1.096 -0.474 -0.964
H -0.550 2.989 -1.523 -0.333 0.391 0.291
H -3.320 -1.227 1.514 0.255 -0.784 -0.224
H -3.145 0.338 0.892 0.877 -1.010 0.633
H -0.322 -0.834 2.915 0.048 0.786 -2.918
H 1.625 1.532 -3.098 -0.496 0.521 -0.205
H -0.144 0.643 2.076 -0.517 -1.280 -0.086
C 0.858 2.336 -3.016 -0.104 -2.728 0.611
I -0.799 0.248 -0.955 0.770 0.218 -0.609
H -2.810 0.002 2.475 0.798 1.204 3.064
N -0.198 -0.409 1.882 2.152 1.568 4.087
H -0.015 2.084 -3.618 0.333 0.265 -0.760
C 0.292 2.341 -1.651 0.738 0.277 1.984
```
Forces are in eV/Å.



2 unconnected molecules or ions with the total composition CH6NOPS. Source: the OMol25 dataset; level of theory: wB97M-V/def2-TZVPD.

The LUMO energy (alpha / beta) comes out at -1.4617 / -1.4602 eV. Its charge is 0. For the gap between HOMO and LUMO (alpha / beta), the calculation gives 7.54 / 7.54 eV. The SMILES is N#S#[PH2].CO.

XYZ file:
```
11
Properties=species:S:1:pos:R:3:forces:R:3
C 1.462 -0.420 -0.350 -0.599 2.702 0.403
H 0.279 1.231 0.265 0.441 -3.146 0.753
H 2.327 -0.125 0.290 0.209 -0.822 -1.320
S -1.976 2.150 0.050 1.104 -0.003 0.625
H 1.416 0.062 -1.375 0.661 -0.726 1.001
H -2.175 -0.462 1.375 0.617 0.082 1.468
H -3.564 0.103 0.180 0.341 0.123 -0.330
N -0.552 2.624 0.230 -1.049 -0.275 -0.408
O 0.393 0.122 0.429 -1.134 3.248 -0.256
H 1.235 -1.452 -0.405 0.461 -1.195 -0.204
P -2.123 -0.070 0.078 -1.053 0.012 -1.733
```
Forces are in eV/Å.



A molecular structure, C49H30BrCaF4N5O2PS. Source: the OMol25 dataset; level of theory: wB97M-V/def2-TZVPD.

The LUMO energy comes out at 2.0776 eV. Its charge is -1. For the gap between HOMO and LUMO, the calculation gives 6.43 eV.

XYZ file:
```
94
Properties=species:S:1:pos:R:3:forces:R:3
C -4.107 5.160 0.569 -0.014 0.014 0.077
C 3.870 -5.994 -0.263 -0.005 0.041 0.012
C 3.274 -1.056 1.772 0.163 -0.069 0.056
C 2.205 1.185 -2.411 0.134 -0.022 -0.129
C 4.396 -5.375 0.856 -0.179 0.069 -0.094
C 5.348 0.752 2.204 0.026 0.042 0.033
H -2.973 -3.659 2.477 0.012 0.033 0.015
H 1.171 -4.761 2.593 0.006 0.025 -0.014
C -0.109 -3.260 5.338 -0.002 -0.010 0.001
C -2.422 -2.446 -1.081 -0.121 -0.232 0.040
H -2.531 1.982 -5.028 -0.025 0.030 0.027
C -3.526 4.226 1.435 -0.007 0.019 -0.022
C 3.090 2.089 -2.975 -0.024 -0.067 0.040
H 0.051 -5.304 4.705 0.001 -0.007 -0.002
S -3.066 3.410 -2.935 -0.096 0.147 -0.008
F 5.479 -5.879 1.447 0.012 -0.013 0.014
H -3.594 4.367 2.506 -0.004 0.009 0.011
H 3.384 1.980 -4.010 0.010 0.008 -0.013
H -4.478 5.731 -1.467 -0.004 0.004 -0.015
C -0.596 -0.767 -5.124 0.041 -0.063 0.036
C 2.123 -4.347 -0.355 0.112 -0.033 -0.057
C -2.829 -3.363 1.448 -0.006 -0.020 -0.040
H -4.626 6.018 0.976 0.001 0.003 0.016
H 3.461 -0.507 -0.295 -0.009 -0.027 0.010
C -1.450 2.209 4.920 -0.015 -0.012 0.030
C 2.730 -5.484 -0.861 0.069 -0.008 0.080
F 4.286 -3.735 2.476 0.016 0.135 0.055
H -1.615 0.379 -6.640 0.007 0.001 0.003
C 4.890 0.523 0.918 -0.029 -0.036 -0.022
C -1.611 1.027 -3.306 -0.108 0.203 0.028
C 0.261 -4.269 4.463 -0.020 -0.016 0.067
H -2.339 0.319 4.435 -0.041 -0.004 -0.005
C 1.788 2.363 1.063 0.120 0.038 -0.328
C -3.023 -3.684 -0.912 0.059 0.154 -0.094
C -2.766 2.962 -0.438 0.053 -0.059 0.159
N 1.790 1.262 -1.148 -0.338 0.046 0.024
F 4.452 -7.088 -0.757 0.008 0.016 0.022
Br 0.553 -3.750 -1.202 -0.019 -0.085 -0.068
H 0.859 3.780 3.025 0.002 0.025 -0.002
N -1.227 -0.132 2.027 0.130 0.023 -0.100
H -0.192 -1.491 -5.824 -0.002 0.006 -0.021
C -1.390 0.275 -5.585 -0.031 0.047 -0.025
C 4.780 0.073 3.272 0.038 0.020 0.009
Ca -0.456 0.220 -0.202 0.335 0.128 -0.433
H 0.941 -0.582 3.568 0.038 -0.044 0.025
N 0.607 1.790 1.261 -0.189 -0.297 0.541
C -1.901 1.175 -4.668 0.067 -0.100 -0.072
C 3.755 -0.832 3.060 -0.051 -0.065 -0.045
C -2.857 3.123 0.946 -0.068 0.094 -0.059
F 2.248 -6.125 -1.929 -0.026 0.014 -0.003
C -0.011 1.902 2.524 -0.197 0.029 0.083
C 3.568 3.123 -2.182 -0.007 0.009 0.036
C -0.800 0.000 -2.782 -0.101 -0.120 0.050
H 3.497 3.961 -0.182 0.003 0.010 -0.002
C -0.558 3.187 4.518 0.077 0.040 -0.051
O 2.546 2.970 1.833 -0.038 0.006 0.005
C 0.153 3.027 3.336 0.029 -0.052 0.101
C -0.953 0.906 2.926 -0.060 0.314 0.052
C 0.778 -1.623 3.823 0.031 -0.031 0.019
O -2.425 -1.553 3.456 0.064 0.124 -0.028
H -2.218 -2.030 -2.061 -0.033 -0.027 -0.038
C 3.151 3.201 -0.866 0.006 -0.038 -0.010
H 5.306 1.066 0.080 0.021 0.014 -0.007
H 3.324 -1.364 3.896 0.009 0.011 0.023
H 6.129 1.480 2.380 0.015 0.001 -0.005
C 1.166 -2.634 2.943 0.044 -0.035 0.087
C 2.249 2.255 -0.387 0.129 0.092 0.143
H -0.176 -1.134 5.663 -0.003 0.004 0.022
N -2.035 -1.695 -0.052 0.033 0.080 0.043
C -0.322 -0.884 -3.766 -0.008 -0.056 -0.048
N -2.120 1.910 -1.070 0.022 0.073 -0.092
C 2.646 -3.685 0.759 0.174 0.020 0.156
C -3.206 -4.154 0.381 -0.021 -0.057 0.012
H -2.406 2.405 1.616 0.025 -0.024 -0.009
H -0.403 4.078 5.115 -0.010 -0.005 0.014
H -2.009 2.318 5.843 0.000 -0.005 0.005
C 0.895 -3.959 3.268 0.001 -0.025 -0.025
H 0.305 -1.725 -3.466 0.010 0.027 0.007
H -0.618 -3.501 6.262 -0.006 -0.011 0.004
C 3.848 -0.368 0.708 0.092 -0.016 -0.051
H 4.256 3.856 -2.584 0.009 0.000 -0.014
H 5.132 0.256 4.279 -0.001 0.006 0.008
P 1.855 -2.120 1.345 -0.246 0.242 -0.106
H -3.325 -4.262 -1.775 0.000 -0.014 -0.008
C 3.771 -4.243 1.359 -0.096 -0.151 -0.158
C 0.148 -1.936 5.013 0.009 0.018 -0.001
C -1.949 -1.191 2.368 -0.201 -0.312 -0.039
C -3.351 3.896 -1.297 -0.028 0.026 0.090
C -2.197 2.006 -2.362 0.186 -0.309 -0.071
C -4.029 5.007 -0.800 0.035 -0.055 -0.108
C -2.257 -2.121 1.192 -0.041 0.023 0.116
C -1.642 1.082 4.133 0.052 0.044 0.061
H -3.651 -5.127 0.551 -0.005 -0.001 0.000
H 1.798 0.367 -2.992 0.001 0.028 -0.026
```
Forces are in eV/Å.



A molecular structure, C17H20N2O3S2. Source: the OMol25 dataset; level of theory: wB97M-V/def2-TZVPD.

The LUMO energy comes out at 0.1710 eV. Its charge is 0. For the gap between HOMO and LUMO, the calculation gives 7.80 eV.

XYZ file:
```
44
Properties=species:S:1:pos:R:3:forces:R:3
H -2.006 3.864 0.485 1.668 -1.449 -2.649
C 2.530 2.085 2.173 -13.771 -1.830 6.054
H 0.156 -5.473 -1.228 -0.722 1.306 0.022
H 3.439 2.008 2.171 9.926 -0.596 0.174
H 0.602 1.221 -1.636 5.879 -4.672 -0.209
H 2.430 -3.437 2.405 -1.019 -1.678 1.961
N 0.105 2.296 0.638 2.215 -1.467 11.420
N -0.670 -0.532 0.719 1.875 -2.991 4.535
H 1.940 2.890 2.602 1.077 1.098 -0.255
O 2.373 2.735 -0.214 1.719 1.597 -0.807
C -2.556 3.483 -1.484 2.645 -2.608 -8.252
H 0.536 -2.481 2.184 -0.124 0.416 0.412
H -0.008 0.482 -3.984 0.492 -0.772 0.962
C -0.614 1.576 1.978 -3.531 -0.204 -4.599
H -0.462 1.859 2.948 1.671 1.526 2.181
H -0.918 -3.575 -2.403 -1.667 -0.720 -4.967
H 0.237 2.159 -4.486 -1.069 -1.212 1.461
H 2.578 -5.067 3.361 -0.943 1.186 0.159
C -0.434 -1.848 0.221 -0.349 -0.058 4.434
H -1.760 1.879 1.897 2.223 -0.839 -0.414
C 0.386 -4.042 0.648 -1.319 -0.935 -2.148
H 1.812 1.264 3.048 2.775 1.515 -2.732
C -0.903 -2.198 -1.036 -2.369 10.527 3.337
C -0.384 0.026 1.997 1.510 1.278 -1.937
C -0.120 1.823 -1.632 -11.564 5.493 0.963
H -1.573 -1.403 -1.629 1.942 -1.666 1.241
C -2.108 2.916 -2.802 -2.215 0.062 1.581
H 1.079 -3.968 3.489 -1.703 0.265 1.493
H -1.185 0.009 0.154 -2.121 2.668 -2.391
S 1.838 1.819 0.711 -4.815 -5.591 -8.523
C -0.709 2.428 -0.374 10.009 -7.661 -6.929
C 1.823 -4.364 2.896 5.284 1.760 -1.301
O 1.735 0.374 0.138 1.673 4.303 3.284
C -0.190 -4.473 -0.867 2.877 2.116 5.968
H -3.154 4.288 -1.401 -2.343 2.154 0.254
C 0.082 -2.797 1.278 -0.015 -0.852 -6.247
C -0.519 1.416 -3.945 2.149 1.476 -4.242
H -2.619 3.133 -3.807 0.697 -0.524 1.706
O 0.297 -0.366 2.954 -1.430 -0.674 -1.525
C -1.577 3.252 -0.653 -8.638 8.418 9.022
H -1.168 1.319 -4.779 -1.458 -0.080 -0.503
S 1.452 -5.202 1.468 -2.174 -1.362 -2.508
C -1.062 1.974 -2.733 2.636 1.099 1.249
C -0.730 -3.353 -1.468 2.414 -9.822 -0.735
```
Forces are in eV/Å.



A molecular structure, C3H2Cl2CrLaO4. Source: the OMol25 dataset; level of theory: wB97M-V/def2-TZVPD.

Its expectation value of S² is 3.902. The LUMO energy (alpha / beta) comes out at -21.7765 / -20.3939 eV. Its charge is +4. For the gap between HOMO and LUMO (alpha / beta), the calculation gives 2.80 / 4.63 eV. As for the spin multiplicity: 4.

XYZ file:
```
13
Properties=species:S:1:pos:R:3:forces:R:3
Cl 1.766 -0.612 -2.152 -0.276 0.104 -0.236
C -0.420 1.537 -8.204 -1.701 3.001 -10.502
O 0.962 -1.774 -7.873 -1.763 5.561 3.643
O 0.620 1.831 0.349 -1.078 -0.631 -0.068
C -0.716 -0.877 -0.316 -0.629 -6.287 9.661
H 1.470 2.120 0.704 0.567 0.199 -0.015
La -0.285 0.813 -1.786 1.684 3.836 1.234
H 0.067 1.708 1.149 0.246 0.322 -0.083
Cr -0.081 0.756 -6.512 -0.832 1.604 5.349
C 0.642 -0.821 -7.280 3.072 -8.460 -5.335
O -0.610 1.841 -9.316 1.091 -1.608 6.784
O -0.672 -1.326 0.764 -0.312 2.362 -6.276
Cl -0.601 1.033 -4.351 -0.069 -0.004 -4.159
```
Forces are in eV/Å.



2 unconnected molecules or ions with the total composition C5H14. Source: the OMol25 dataset; level of theory: wB97M-V/def2-TZVPD.

The LUMO energy comes out at 1.1201 eV. Its charge is 0. For the gap between HOMO and LUMO, the calculation gives 11.86 eV. The SMILES is CCC.CC.

XYZ file:
```
19
Properties=species:S:1:pos:R:3:forces:R:3
C -0.176 -1.079 1.381 0.812 0.652 -0.178
C -1.395 -1.141 0.436 -2.381 -0.288 -0.801
H 0.809 -0.985 0.856 -0.938 -0.086 -0.008
C 1.298 0.301 -2.033 -1.517 -1.844 -4.775
C 0.611 1.595 -1.626 -0.619 -1.125 -0.125
H -1.783 -0.127 0.026 0.528 -1.369 1.370
H -0.570 -0.110 3.411 0.800 0.411 -1.073
H 0.325 1.213 -0.629 -0.924 1.882 -0.268
H 0.650 -0.133 -2.964 1.192 0.631 2.093
H 1.154 2.470 -1.672 2.528 1.530 1.257
H -1.404 -1.689 -0.540 1.234 0.016 0.741
H 2.284 0.172 -2.519 -0.091 1.009 0.729
H -2.245 -1.765 0.941 1.147 1.717 -0.486
H -0.091 -2.049 1.895 -0.124 0.466 0.117
C -0.236 0.185 2.371 -0.608 -2.290 -0.028
H -1.020 0.795 1.978 -0.416 0.762 -0.156
H -0.109 2.098 -2.329 -0.695 -1.907 0.647
H 1.191 -0.469 -1.293 0.116 -0.193 0.436
H 0.708 0.719 2.309 -0.044 0.024 0.508
```
Forces are in eV/Å.



| no. | M (u) |
| --- | --- |
| 1 | 438.43 |
| 2 | 325.94 |
| 3 | 111.11 |
| 4 | 979.83 |
| 5 | 364.49 |
| 6 | 363.85 |
| 7 | 74.17 |